# C2HO4S

2 unconnected molecules or ions with the total composition C2HO4S at a distorted geometry (the ωB97M-V functional and the def2-TZVPD basis, the Open Molecules 2025 dataset).

As for the total charge: -1. As for the total energy: -21114.141 eV. The energy above the lowest of the compared OMol25 structures with the same formula, charge and spin is 248.5 kJ/mol.

Cartesian coordinates (Å):
C  -0.635  -0.346  0.513
C  -3.005  0.254  0.009
O  -1.101  -2.755  -0.093
O  -2.918  -0.003  -1.125
O  1.291  -2.169  -0.530
O  -3.505  0.545  1.024
S  -0.077  -1.728  -0.211
H  0.129  0.545  0.241

Atoms 1-3, force components in eV/Å:
C 2.48 1.02 -1.93
C -0.64 -0.59 -0.34
O 0.31 -1.18 -0.54